{"formula": "C18H18I2NO2Ru", "method": "wB97M-V/def2-TZVPD", "e_tot_ha": -1591.5726, "e_lumo_ev": [-9.4750, -9.2608], "e_above_lowest_kcal_mol": 77.0, "total_charge": 2, "multiplicity": 2, "homo_energy_ev": [-13.5, -13.6], "s2": 0.84, "orbital_gap_ev": [3.98, 4.33], "species": ["Ru", "C", "C", "C", "C", "C", "C", "C", "H", "H", "H", "H", "H", "H", "H", "H", "I", "C", "C", "C", "I", "C", "C", "C", "C", "N", "C", "C", "O", "H", "H", "H", "H", "C", "C", "O", "H", "H", "H", "H", "H", "H"], "coordinates": [[-0.098758, -0.044048, -0.454354], [-3.831587, 0.858746, -0.492592], [-2.419790, 1.271043, -0.781599], [-1.827487, 0.964374, -2.025043], [-0.558295, 1.442340, -2.364993], [0.184460, 2.168335, -1.433540], [-0.393157, 2.473426, -0.187273], [-1.693748, 2.061403, 0.106749], [-4.512617, 1.457864, -1.101057], [-4.091853, 1.012994, 0.552157], [-4.007393, -0.184768, -0.752924], [-2.417929, 0.439232, -2.766488], [-0.161742, 1.289734, -3.360433], [1.146641, 2.580698, -1.702309], [0.143027, 3.095398, 0.516761], [-2.153715, 2.368305, 1.036087], [3.809958, -2.010616, 2.485145], [3.021198, -2.747381, 0.731567], [3.437769, -3.955745, 0.200951], [2.924175, -4.432405, -1.000925], [3.657013, -6.209528, -1.728912], [1.900935, -3.698017, -1.706680], [1.318124, -4.085144, -2.924238], [0.325900, -3.312374, -3.482322], [-0.099186, -2.164971, -2.815445], [0.446124, -1.777204, -1.670124], [1.440648, -2.512061, -1.136505], [2.026096, -1.965663, 0.059793], [1.654780, -0.831070, 0.457412], [4.183741, -4.532484, 0.730142], [1.652338, -4.986367, -3.421153], [-0.130034, -3.586722, -4.422621], [-0.897641, -1.555000, -3.214700], [-1.448179, 1.048259, 3.621758], [-1.617852, -0.192441, 2.768768], [-0.571440, -0.321760, 1.765420], [-1.952950, 0.911312, 4.577286], [-1.868137, 1.937134, 3.153111], [-0.392518, 1.237125, 3.825751], [-2.552694, -0.189150, 2.212198], [-1.600860, -1.091394, 3.382926], [0.285934, -0.401609, 2.210351]], "forces_ev_per_a": [[0.9972, -0.2638, -1.4384], [0.0257, -0.0749, -0.0125], [-0.1941, -0.7084, -0.5505], [-0.1610, -0.2216, 0.3665], [0.2312, -0.3068, -0.0484], [0.2665, -0.0576, 0.3631], [-0.0518, 0.0687, 0.2836], [0.7749, 0.2618, 0.4035], [0.0102, 0.0393, 0.0134], [0.0073, -0.0003, 0.0003], [0.0261, 0.0052, 0.0116], [0.0633, -0.1574, 0.0757], [0.0250, -0.1646, 0.0335], [0.0935, -0.1256, 0.0598], [0.0453, -0.0540, 0.0086], [0.0642, -0.0835, 0.0642], [-0.0282, -0.0989, -0.0867], [-0.4776, 0.9025, -0.0904], [-0.1120, -0.2954, -0.4487], [-0.0936, 0.2035, 0.0155], [-0.0036, -0.0672, -0.0116], [0.4330, -0.6129, -0.1668], [0.2784, -0.1109, 0.2482], [-0.2825, 0.3636, 0.0486], [-0.0978, -0.3244, -0.5832], [-0.8904, 1.3531, 1.3868], [0.5881, 0.4475, 1.0129], [0.6958, -2.1691, -0.8051], [-2.1591, 2.4529, -0.0643], [0.0130, -0.0138, -0.0348], [0.0097, -0.0086, 0.0019], [-0.0534, 0.0056, 0.0352], [0.0245, 0.0056, -0.0040], [0.0005, 0.0195, -0.0844], [-0.0987, -0.0570, 0.0070], [0.0463, -0.0632, 0.0531], [-0.0090, 0.0141, -0.0092], [0.0578, 0.0329, 0.0050], [-0.0152, -0.0394, 0.0857], [-0.0139, -0.0190, -0.0035], [0.0421, -0.0604, -0.0454], [-0.0777, -0.0175, -0.0957]], "mulliken_spin": [0.942, -0.001, 0.009, -0.011, 0.019, -0.045, 0.019, 0.018, 0.001, -0.002, 0.000, 0.001, 0.001, -0.003, 0.000, 0.003, -0.001, 0.017, -0.007, 0.018, 0.002, -0.013, 0.026, 0.000, 0.029, -0.022, -0.031, 0.006, -0.022, 0.001, 0.003, 0.000, -0.002, -0.001, 0.007, 0.038, 0.001, 0.000, 0.001, 0.003, 0.001, -0.003]}

{"formula": "C18H18N2", "method": "wB97M-V/def2-TZVPD", "e_tot_ha": -806.2294, "e_lumo_ev": 0.8506, "e_above_lowest_kcal_mol": 10.9, "homo_energy_ev": -7.6, "orbital_gap_ev": 8.48, "species": ["C", "C", "C", "C", "C", "C", "C", "C", "C", "N", "H", "H", "H", "H", "H", "H", "H", "H", "H", "C", "C", "C", "C", "C", "C", "C", "C", "C", "N", "H", "H", "H", "H", "H", "H", "H", "H", "H"], "coordinates": [[-1.998102, -3.072664, 2.083115], [-1.607930, -0.481596, -0.591150], [-1.704929, -0.807335, 0.777221], [-1.839555, -2.222855, 0.860959], [-1.762909, -2.711643, -0.405348], [-1.788170, 0.828972, -1.026057], [-1.733946, 1.843312, -0.090701], [-1.745879, 0.228167, 1.716964], [-1.691919, 1.535412, 1.271686], [-1.681335, -1.663501, -1.286374], [-1.410735, -1.730062, -2.259188], [-1.809303, 0.989715, -2.097716], [-1.784539, -3.720344, -0.780681], [-1.655647, 2.882997, -0.390622], [-1.987184, -0.053127, 2.733565], [-1.191898, -2.839626, 2.794718], [-2.007298, -4.113149, 1.789573], [-1.627118, 2.353997, 1.987028], [-2.890467, -2.792618, 2.661702], [1.660795, -2.181560, -0.758115], [1.767014, 1.383780, 0.392811], [1.777299, 0.451190, -0.666082], [1.771083, -0.860277, -0.078270], [1.787971, -0.689206, 1.269197], [1.862746, 2.748844, 0.148433], [1.793153, 3.123467, -1.186389], [1.695405, 0.844208, -2.000139], [1.686601, 2.201132, -2.234773], [1.809322, 0.669366, 1.555803], [1.815539, 1.003817, 2.501193], [2.094461, 3.477035, 0.906480], [1.654255, -1.376247, 2.094610], [1.743126, 4.182723, -1.401726], [1.688299, 0.188122, -2.862435], [0.698817, -2.357214, -1.224083], [1.849162, -2.997633, -0.049149], [1.528822, 2.659056, -3.201598], [2.431433, -2.375360, -1.506225]], "forces_ev_per_a": [[0.1584, 1.1957, 0.4651], [-1.1364, 0.0731, 0.6366], [-0.0701, 0.5502, -0.2222], [0.1407, -0.9983, 0.3471], [-0.1451, 0.2790, -0.0184], [1.0322, -0.1587, -0.5374], [0.3152, -0.0931, -0.1781], [-0.4908, -0.3698, -0.2061], [0.0326, 0.1369, 0.5761], [0.3862, 0.3775, -1.1522], [-0.2508, -0.1415, 0.2939], [-0.0932, 0.3876, 0.0355], [-0.0014, -0.1115, 0.1276], [-0.2514, -0.1305, -0.1004], [0.4204, 0.3300, 0.2931], [0.1101, -0.4638, -0.2338], [-0.0308, -0.2664, 0.3145], [-0.1901, -0.1713, -0.0803], [-0.1086, -0.3424, -0.3816], [0.6804, -0.7065, 0.0892], [0.7419, 0.0222, -0.0847], [-0.4872, -0.9723, -0.0642], [-0.0042, -0.4958, 0.2502], [-0.2577, 0.7632, 0.0833], [0.1992, -0.1496, -0.7697], [-0.2997, 0.2361, 0.6673], [0.2798, 0.8269, -0.2316], [-0.3778, 0.7577, 0.1251], [-0.0247, -0.6388, 0.4128], [-0.0486, 0.3500, -0.1548], [-0.3433, 0.1096, 0.2928], [0.2280, -0.1410, -0.2680], [0.2379, 0.0308, -0.1593], [-0.0902, -0.3653, 0.3229], [-0.1438, 0.0767, -0.0365], [-0.3519, 0.2093, 0.1185], [0.1960, -0.4387, -0.3184], [0.0389, 0.4432, -0.2541]], "lowdin_charge": [-0.046, -0.222, -0.151, -0.238, -0.076, -0.021, -0.098, -0.031, -0.107, 0.063, 0.154, 0.111, 0.125, 0.103, 0.107, 0.076, 0.071, 0.100, 0.080, -0.045, -0.225, -0.145, -0.230, -0.054, -0.020, -0.106, -0.030, -0.109, 0.084, 0.148, 0.104, 0.124, 0.095, 0.111, 0.045, 0.082, 0.095, 0.076]}

{"formula": "C18H18N2O4S", "method": "wB97M-V/def2-TZVPD", "e_tot_ha": -1505.3508, "e_lumo_ev": 0.5169, "e_above_lowest_kcal_mol": 61.8, "homo_energy_ev": -8.6, "orbital_gap_ev": 9.13, "species": ["C", "C", "C", "N", "C", "C", "C", "C", "C", "C", "H", "H", "H", "H", "H", "S", "O", "O", "C", "C", "C", "C", "C", "C", "C", "H", "H", "H", "H", "N", "C", "O", "C", "H", "O", "H", "H", "H", "H", "H", "H", "H", "H"], "coordinates": [[-3.281824, 2.662228, -2.913848], [-3.164032, 2.133369, -1.711842], [-1.879273, 2.096132, -0.936444], [-1.607470, 0.778915, -0.391224], [-2.134761, 0.359972, 0.829924], [-3.106035, 1.094135, 1.511292], [-3.576054, 0.665767, 2.739712], [-3.100934, -0.500473, 3.311091], [-2.139863, -1.235654, 2.638009], [-1.652568, -0.810459, 1.417060], [-0.906585, -1.395258, 0.906151], [-1.757547, -2.148907, 3.069194], [-3.475700, -0.833366, 4.266757], [-4.328209, 1.251117, 3.248161], [-3.507916, 2.001393, 1.090006], [-0.974953, -0.337239, -1.472443], [-0.903903, 0.298703, -2.754544], [-1.691211, -1.574335, -1.380085], [0.721793, -0.579331, -0.915467], [1.232413, 0.215201, 0.092991], [2.549059, 0.058302, 0.498459], [3.350295, -0.894834, -0.140933], [2.820596, -1.679614, -1.154263], [1.498939, -1.535164, -1.560931], [0.929588, -2.360248, -2.665591], [1.687440, -3.004113, -3.103962], [0.515213, -1.707795, -3.432162], [0.107432, -2.968165, -2.292148], [3.455734, -2.403854, -1.642809], [4.687417, -0.994592, 0.236719], [5.210070, -0.356993, 1.315878], [6.382204, -0.407068, 1.600788], [4.173838, 0.365188, 2.169929], [3.845786, -0.344161, 2.947785], [3.051994, 0.868842, 1.471761], [4.644483, 1.219999, 2.659689], [5.312028, -1.555191, -0.328644], [0.623289, 0.961227, 0.574795], [-1.047420, 2.341666, -1.599150], [-1.893574, 2.816045, -0.110624], [-4.009576, 1.664535, -1.226959], [-4.218230, 2.664248, -3.444493], [-2.441975, 3.109829, -3.417585]], "forces_ev_per_a": [[-0.0797, 0.0520, 0.0015], [0.0081, 0.0642, 0.1664], [0.0092, 0.4230, -0.3550], [0.5032, -0.5530, -0.9248], [-0.1683, -0.3993, 0.7631], [0.1201, 0.1113, -0.2807], [-0.0033, -0.0745, 0.1034], [-0.0712, 0.0194, 0.0619], [0.0369, 0.0086, -0.0256], [-0.0675, -0.0268, 0.1489], [0.0260, -0.1059, 0.1275], [0.0416, -0.0776, 0.0235], [-0.0307, -0.0275, 0.0784], [-0.0492, 0.0498, 0.0250], [-0.0275, 0.0928, -0.0767], [0.2665, 0.0267, 0.0362], [0.0546, 0.2895, 0.1165], [0.0693, 0.0941, 0.2748], [-0.5269, 0.2004, -0.0174], [0.3461, 0.0556, 0.2317], [-0.1956, -0.3695, -0.3104], [-0.3266, 0.3287, 0.2132], [-0.2686, 0.1810, 0.0895], [0.1431, -0.0706, 0.0119], [-0.0268, -0.1959, -0.1329], [0.0236, -0.0221, -0.0489], [0.0222, -0.0790, -0.1477], [0.0213, -0.1047, -0.0671], [0.0532, -0.1076, -0.0788], [0.0473, -0.2534, -0.4196], [-0.0974, 0.2104, 0.0999], [0.1012, 0.0360, 0.1902], [0.2254, -0.0750, 0.4522], [0.0604, 0.0992, -0.1134], [-0.0359, 0.1165, -0.2991], [0.0115, -0.2135, -0.1092], [0.0175, 0.1272, 0.1530], [-0.0719, 0.1046, 0.1179], [-0.1131, 0.2178, 0.1089], [0.0868, -0.1572, -0.0444], [-0.1793, -0.0404, 0.0112], [-0.1985, -0.0140, -0.0543], [0.2426, 0.0588, -0.1007]], "lowdin_charge": [0.022, -0.164, -0.205, -0.184, -0.251, -0.025, -0.083, -0.097, -0.070, -0.036, 0.095, 0.106, 0.100, 0.105, 0.101, 0.701, -0.261, -0.258, -0.217, 0.033, -0.193, -0.151, 0.040, -0.243, -0.039, 0.083, 0.083, 0.084, 0.123, 0.162, -0.444, 0.091, -0.065, 0.147, -0.001, 0.142, 0.167, 0.129, 0.118, 0.129, 0.104, 0.056, 0.065]}